Record 1
# C23H53INO10P2

A structure of composition C23H53INO10P2 in a non-equilibrium geometry (ωB97M-V/def2-TZVPD, OMol25).

Each line ends with the Mulliken charge.
CARTESIAN COORDINATES (ANGSTROEM)
1 H 3.99 -2.27 7.68  0.3906
2 O 4.40 -0.12 5.80  -0.5289
3 H 2.85 1.96 2.15  0.1738
4 H 5.14 0.09 5.21  0.4391
5 H 1.93 -2.43 0.89  0.0107
6 C -0.01 -4.51 1.57  -1.4778
7 O 3.42 3.22 -0.13  -0.2981
8 H -3.15 -3.43 -4.48  0.4239
9 H 0.07 1.32 -0.24  0.4213
10 H -2.52 3.55 -3.26  0.4533
11 H -6.32 -1.83 -7.21  0.3672
12 C -2.86 -1.29 -4.50  -0.2426
13 C 0.60 -0.19 -1.70  -1.2936
14 H 2.05 -1.24 8.67  0.3669
15 O -3.28 -0.13 -5.24  -0.2810
16 H -1.05 -4.68 1.98  0.3709
17 H -4.93 2.92 -3.75  0.2971
18 H -1.78 -1.40 -4.66  0.3359
19 H 3.63 -0.79 3.99  0.6234
20 I 5.36 -2.99 5.44  0.3959
21 H -0.13 -4.05 0.55  0.2917
22 H -0.67 -2.77 3.89  0.2742
23 H -7.10 0.21 -8.33  0.2907
24 H -3.03 -1.11 -3.43  0.2693
25 O -5.26 -0.28 -6.41  -0.3507
26 H -7.62 0.91 -6.81  0.2943
27 C 1.97 -0.21 5.31  -0.0079
28 H 2.68 -3.43 7.26  0.3756
29 O 0.99 -1.21 4.98  -0.4447
30 H -6.93 -1.29 -5.65  0.3801
31 H 1.15 -4.27 3.40  0.3047
32 C -2.79 2.71 -3.91  -0.7862
33 H 0.80 0.44 7.05  0.3890
34 H -2.03 2.61 -4.69  0.2524
35 H 2.55 -4.11 1.24  0.4574
36 C -0.06 -2.39 3.02  0.4745
37 H 1.37 2.79 1.71  0.2344
38 H 5.05 4.65 -2.31  0.2393
39 H 2.82 -2.93 5.07  0.6043
40 C 2.14 -3.16 1.71  -0.7698
41 C 4.10 5.11 -2.60  -0.9492
42 H 3.62 3.76 -4.21  0.3500
43 H 2.97 -2.80 2.39  0.0975
44 H 1.84 0.74 4.73  0.3445
45 H -3.49 -2.66 -6.04  0.2588
46 O -4.45 1.91 -5.49  -0.3367
47 H -4.64 -2.50 -4.72  0.2674
48 C -6.51 -0.94 -6.60  -0.3282
49 C 2.39 2.94 2.07  -0.9130
50 H 0.49 -5.51 1.39  0.4020
51 C 0.72 -1.13 3.54  -0.3628
52 H 1.65 -0.86 2.96  0.0217
53 C -1.13 -1.93 1.93  -1.4096
54 O 2.10 1.40 -0.70  -0.4415
55 H 1.40 -0.92 -1.87  0.3318
56 H -2.76 1.79 -3.31  0.1271
57 H 2.32 3.38 3.07  0.5320
58 C -7.48 -0.03 -7.33  -1.2065
59 H -2.04 -2.59 2.06  0.3998
60 C 1.83 0.01 6.88  -0.8300
61 C 0.91 0.66 -0.49  0.5076
62 C 1.87 -1.42 7.56  -0.6350
63 C -3.57 -2.55 -4.96  -1.0756
64 H 3.64 5.51 -1.70  0.2089
65 H -1.51 -0.88 2.13  0.4509
66 H -0.76 -1.98 0.88  0.1349
67 C 3.19 4.08 -3.26  -0.3078
68 C 3.04 -2.37 7.09  -0.5678
69 H 0.02 -0.24 3.43  0.2016
70 H 0.88 -1.95 7.51  0.3270
71 O 0.70 2.96 -1.85  -0.6779
72 C 0.86 -3.59 2.55  0.3624
73 O 3.05 2.92 -2.45  -0.3497
74 H 4.30 5.94 -3.28  0.4106
75 H 2.65 4.79 0.98  0.3351
76 H 1.07 0.01 0.38  -0.4135
77 H -0.34 -0.73 -1.57  0.3015
78 H 2.21 4.52 -3.47  0.2498
79 P 2.05 3.00 -1.14  1.0508
80 H 0.53 0.41 -2.61  0.3961
81 C -4.16 2.91 -4.52  -0.4964
82 N 3.39 -2.27 5.62  -0.6439
83 C 3.17 3.84 1.14  -0.5007
84 O -6.30 0.71 -4.49  -0.7372
85 H -4.19 3.87 -5.04  0.3363
86 H 2.56 0.75 7.29  0.3678
87 P -4.88 0.40 -4.96  1.1106
88 H -8.46 -0.51 -7.44  0.3749
89 C 3.41 -0.87 5.09  -0.1781
90 H 4.15 4.07 1.58  0.3808

Summary:
Max |F| = 8.8 eV Å⁻¹
DFT total energy = -2695.372934 Eh
Charge = +1

Record 2
# C23H54B2BrN5O7P

A cluster of 2 separate species, C23H54B2BrN5O7P in total in a non-equilibrium geometry (ωB97M-V/def2-TZVPD, OMol25).

Each line ends with the Mulliken charge.
CARTESIAN COORDINATES (ANGSTROEM)
1 H -0.67 -3.43 -3.00  0.1500
2 H -0.79 3.61 3.65  0.4286
3 C 4.16 0.00 3.10  0.1605
4 H 6.26 0.05 3.30  0.5097
5 H -1.37 3.06 2.08  0.1304
6 H -2.42 -1.16 -1.17  0.2380
7 H -3.98 -5.34 -1.57  0.3530
8 H 4.40 3.97 0.46  0.5915
9 N 1.00 1.71 2.47  0.4931
10 H 3.23 5.63 1.62  0.4687
11 N 4.07 -0.67 4.18  -0.7395
12 C 3.35 2.42 1.45  -2.8556
13 H -2.16 1.26 1.66  0.4717
14 H -1.87 0.36 -1.91  0.3813
15 C -1.55 0.74 2.41  -1.2013
16 C 1.57 0.77 0.26  0.3992
17 H 3.52 -0.28 1.13  0.8701
18 C 0.04 0.89 0.38  -1.1478
19 H -1.81 -0.32 2.29  0.3788
20 C -0.71 5.11 2.12  -0.3232
21 C 2.46 4.21 -0.35  -0.8353
22 H 0.15 5.34 1.50  -0.0358
23 H 3.71 2.61 2.46  -0.0380
24 H -2.86 5.00 1.88  0.3092
25 H -4.11 -4.06 -5.62  0.3004
26 P 0.97 1.63 4.37  0.2856
27 C 3.37 3.83 0.81  -0.2643
28 H -0.70 5.76 3.00  0.4726
29 O 0.92 0.22 -3.09  -0.5151
30 H -0.03 -5.06 -2.87  0.4367
31 H -0.57 -2.39 0.07  0.1021
32 H -0.81 -4.34 -0.74  0.2315
33 C 3.04 0.05 2.06  -1.9067
34 C 2.27 0.98 -1.10  -1.6194
35 C 2.26 1.33 1.57  2.8841
36 H 3.05 4.28 -1.27  0.2169
37 C -0.08 0.78 1.93  -0.3699
38 H 5.55 1.66 3.11  0.2273
39 H 1.66 -0.31 0.41  1.0313
40 O -2.68 -3.74 -1.24  -0.3377
41 H -0.30 2.92 0.13  -0.1728
42 H 1.66 3.52 -0.55  0.0158
43 H -4.76 -5.27 -6.75  0.3572
44 H -2.62 -4.33 -4.01  0.0824
45 C -3.94 -4.25 -1.65  -0.7065
46 H 4.17 1.88 0.98  0.8689
47 H 0.32 -0.21 2.14  1.3742
48 H -2.53 -6.66 -3.12  0.1833
49 H 1.44 3.67 2.72  0.4908
50 O -4.35 -5.99 -4.84  -0.3514
51 O 1.09 2.57 -2.87  -0.6612
52 H -1.18 -6.86 -4.25  0.3674
53 Br 2.90 2.47 4.97  -0.0933
54 O 3.22 4.73 1.94  -0.6117
55 H -2.13 6.41 1.10  0.4274
56 H 1.86 3.09 -3.11  0.3131
57 O 1.19 0.04 4.58  -0.3591
58 N -1.76 -4.87 -4.00  -0.3047
59 H 3.15 -1.08 4.28  0.2651
60 C -1.99 5.36 1.32  -1.3026
61 C -2.05 1.15 3.80  -1.6745
62 H -5.77 -4.67 -5.42  0.2444
63 B 1.38 1.30 -2.39  0.6157
64 H -1.97 4.80 0.38  0.2834
65 H 2.80 0.05 -1.35  0.2621
66 C -3.09 -6.56 -5.15  -0.7885
67 H 0.70 0.45 -4.00  0.2816
68 H -1.86 -5.64 -1.24  0.4841
69 N 0.73 3.13 2.22  -0.5471
70 H -1.05 -1.16 -2.26  -0.0001
71 H -1.54 1.99 -0.40  0.4531
72 H 2.03 5.20 -0.19  0.4543
73 H 2.33 -0.74 2.32  0.6047
74 C 5.50 0.62 2.78  -1.2701
75 H -3.13 1.32 3.74  0.3696
76 H -4.19 -3.96 -2.68  0.2141
77 H 5.71 0.58 1.71  0.3299
78 O -0.36 -1.58 0.55  -0.7591
79 C -1.54 -0.58 -1.47  -0.7776
80 H -1.60 2.03 4.22  0.3321
81 C -2.09 -6.29 -4.06  -0.2097
82 N -0.53 2.04 -0.28  0.0180
83 B -0.64 -0.46 -0.21  1.3969
84 H 3.06 1.74 -1.05  0.3169
85 C -0.96 -4.48 -2.86  -0.4465
86 H -3.23 -7.64 -5.25  0.4004
87 C -0.60 3.64 2.57  -0.2688
88 H 0.36 -0.37 4.88  0.3688
89 C -4.75 -4.94 -5.70  -0.7302
90 H -2.73 -6.18 -6.11  0.4126
91 C -1.58 -4.61 -1.47  -0.5786
92 H -1.93 0.33 4.52  0.4094
93 H -4.69 -3.82 -0.99  0.2838

Summary:
Max |F| = 1.0 eV Å⁻¹
DFT total energy = -4674.144492 Eh
Charge = +1

Record 3
# C23H54BBrN3O3

A cluster of 4 separate species, C23H54BBrN3O3 in total in a non-equilibrium geometry (ωB97M-V/def2-TZVPD, OMol25).

Each line ends with the Mulliken charge.
CARTESIAN COORDINATES (ANGSTROEM)
1 H 3.23 0.51 3.19  0.4796
2 H 1.43 2.96 -5.58  -0.3626
3 C 2.18 -1.07 -0.62  -0.6040
4 C -0.42 -1.37 -3.60  -0.4831
5 C -1.88 -3.66 -1.76  -0.8216
6 C 1.82 4.07 -3.17  0.4580
7 C -2.31 -0.32 4.44  -0.7985
8 H 0.09 -0.47 -3.95  0.3547
9 C -3.18 -4.76 -4.95  -1.4540
10 C 0.17 -0.71 6.51  -0.6989
11 H -2.82 -5.45 -5.72  0.4383
12 C 2.74 -0.12 2.44  -0.2241
13 H 0.51 2.76 -2.04  -0.4183
14 H -0.70 5.06 -2.90  0.2830
15 H 1.56 0.86 6.01  0.3918
16 H -1.42 -0.04 8.45  0.4264
17 O -1.23 4.48 -5.67  -0.4694
18 C -2.99 -2.98 -2.56  -0.6830
19 H -0.30 -1.41 -2.52  -0.1537
20 H -2.38 -0.53 -3.41  0.3448
21 H 1.55 -1.18 -1.51  -0.0032
22 H 1.42 0.92 -0.47  -0.2823
23 C 3.90 1.14 0.70  -0.3968
24 H -1.63 3.51 -2.44  0.4502
25 H -3.34 -1.62 8.36  0.3259
26 H 0.69 -1.52 5.98  0.3435
27 N -2.68 -2.54 -3.91  0.1531
28 H 3.33 1.75 -1.32  0.2666
29 H -2.14 -3.14 -5.84  0.4268
30 N -1.25 -1.06 6.65  0.0941
31 H 2.57 1.38 -5.02  -0.3789
32 H 1.03 5.42 -4.89  0.1588
33 C 0.51 0.61 5.83  -0.7688
34 C -1.98 -0.15 7.52  -0.2982
35 C 3.49 -1.44 2.37  -1.2022
36 C -1.62 3.92 -4.63  0.4013
37 H 4.53 0.32 0.36  0.2675
38 C -1.92 -1.44 5.40  -0.6830
39 C -0.91 3.98 -3.20  -0.6426
40 O 0.65 1.97 -3.90  -0.4414
41 H 4.44 -1.36 1.83  0.2850
42 H -4.04 -0.69 7.02  0.2975
43 H -3.26 -5.32 -4.02  0.2972
44 H -1.95 -0.95 -5.04  0.3374
45 H 2.89 -2.22 1.89  0.2764
46 H 2.10 -2.01 -0.07  0.2830
47 H 2.07 6.30 -3.66  0.3236
48 C -3.37 -0.64 7.89  -1.4253
49 H -1.23 -3.95 -4.57  0.2259
50 H 0.10 -2.23 -4.05  0.2937
51 H -3.84 -3.66 -2.61  0.3756
52 C 1.94 5.29 -4.21  -1.1495
53 H 2.18 4.31 -2.11  0.1505
54 Br -3.33 2.87 -4.79  -0.2785
55 H 4.77 2.54 -0.69  0.4552
56 C 0.47 3.17 -3.12  0.4225
57 H 2.87 5.18 -4.88  0.2862
58 H -1.30 -2.16 4.87  0.3286
59 O 2.75 3.09 -3.74  -0.8003
60 H -2.31 -4.21 -0.91  0.3764
61 H -1.47 0.02 3.85  0.1380
62 H -1.18 -2.94 -1.34  0.1652
63 H -2.06 0.85 7.08  0.2523
64 N 2.61 0.66 1.21  0.2310
65 H 4.44 1.63 1.53  0.4592
66 H 3.17 3.03 -0.10  0.2553
67 H 0.61 -0.70 7.51  0.3801
68 H -1.31 -4.38 -2.35  0.2258
69 H 3.71 -1.79 3.38  0.4348
70 C -1.89 -1.31 -4.00  -0.8108
71 B 1.89 2.30 -4.68  0.9959
72 H 0.75 -0.16 0.70  0.2723
73 C 3.77 2.17 -0.41  -1.3496
74 H -2.75 0.54 4.95  0.2294
75 H 1.74 -0.30 2.85  -0.0952
76 H -4.18 -4.43 -5.25  0.3245
77 H -2.82 -2.00 5.66  0.3515
78 H -3.06 -0.69 3.74  0.3692
79 C 1.70 0.11 0.21  -0.0624
80 H 0.38 0.56 4.75  -0.0044
81 H -3.37 -2.13 -1.98  0.3146
82 C -2.23 -3.58 -4.84  -0.2522
83 H -0.09 1.44 6.21  0.3099
84 H 3.21 -0.95 -0.96  0.2772
85 H -3.83 0.06 8.61  0.4311

Summary:
Max |F| = 4.9 eV Å⁻¹
Charge = -1
Energy relative to the best compared isomer or geometry (same formula, charge and spin) = 31.1 kcal per mole

Look up the max |F| of the third one.
4.9 eV Å⁻¹